Density functional theory data (the ωB97M-V functional and the def2-TZVPD basis) for a structure of composition C57H61N12O6PS2.

For the LUMO energy, the calculation gives 0.29 eV. The spin multiplicity is 1.

Each line ends with the Mulliken charge.
Element x y z (Å)
N1 3.884 2.194 5.545  -0.69
P1 3.832 1.597 4.085  0.97
O1 4.678 2.559 2.996  -0.48
O2 4.486 0.061 3.995  -0.42
C1 2.085 1.503 3.402  -0.18
O3 1.576 0.213 3.835  -0.34
S1 -0.067 0.479 3.762  1.24
O4 -0.505 -0.006 5.087  -0.59
O5 -0.559 -0.231 2.570  -0.64
O6 -0.238 2.083 3.424  -0.17
C2 1.093 2.657 3.746  -0.02
S2 0.889 3.190 5.491  -0.12
H1 4.321 1.489 6.138  0.17
H2 4.121 3.328 2.800  0.31
H3 5.349 0.094 4.428  0.25
H4 2.239 1.504 2.295  0.25
H5 1.353 3.471 3.041  0.25
H6 -0.220 4.010 5.415  0.16
N2 1.256 3.676 -0.247  -0.40
C3 -0.007 3.626 0.194  -0.29
C4 -1.026 2.951 -0.456  -0.73
C5 -0.724 2.291 -1.637  -0.07
C6 0.576 2.329 -2.116  -0.38
C7 1.523 3.029 -1.387  -0.50
H7 -0.193 4.162 1.120  0.49
H8 -2.029 2.942 -0.049  0.41
H9 -1.493 1.750 -2.179  0.56
H10 0.850 1.825 -3.034  0.50
H11 2.554 3.083 -1.721  0.39
N3 2.877 1.130 -4.716  -0.36
C8 2.305 0.170 -5.451  -0.16
C9 3.009 -0.847 -6.074  -0.51
C10 4.388 -0.871 -5.934  -0.17
C11 5.004 0.114 -5.179  -0.46
C12 4.207 1.085 -4.593  -0.20
H12 1.225 0.233 -5.535  0.43
H13 2.492 -1.599 -6.655  0.36
H14 4.975 -1.649 -6.407  0.38
H15 6.077 0.128 -5.046  0.35
H16 4.644 1.873 -3.990  0.36
N4 3.749 6.235 3.576  -0.44
C13 2.785 7.031 3.100  -0.26
C14 2.099 7.956 3.870  -0.40
C15 2.425 8.062 5.214  -0.20
C16 3.419 7.247 5.731  -0.43
C17 4.048 6.358 4.875  -0.16
H17 2.563 6.909 2.045  0.42
H18 1.329 8.576 3.431  0.37
H19 1.910 8.772 5.850  0.38
H20 3.700 7.299 6.774  0.37
H21 4.833 5.700 5.231  0.35
N5 -2.900 0.010 -3.658  -0.41
C18 -4.198 0.335 -3.656  -0.39
C19 -5.204 -0.516 -3.230  -0.31
C20 -4.849 -1.779 -2.783  -0.45
C21 -3.511 -2.139 -2.777  -0.37
C22 -2.582 -1.213 -3.221  -0.13
H22 -4.427 1.332 -4.016  0.45
H23 -6.239 -0.198 -3.249  0.43
H24 -5.607 -2.475 -2.442  0.38
H25 -3.194 -3.116 -2.436  0.41
H26 -1.524 -1.447 -3.232  0.36
N6 -7.979 1.403 -5.024  -0.51
C23 -9.242 1.348 -4.586  -0.22
C24 -10.258 0.668 -5.238  -0.41
C25 -9.953 0.008 -6.417  -0.21
C26 -8.653 0.051 -6.894  -0.57
C27 -7.709 0.756 -6.165  -0.10
H27 -9.434 1.882 -3.661  0.36
H28 -11.262 0.656 -4.833  0.36
H29 -10.720 -0.534 -6.958  0.55
H30 -8.378 -0.451 -7.812  0.37
H31 -6.678 0.815 -6.497  0.38
N7 -12.736 0.380 -8.569  -0.40
C28 -12.107 1.519 -8.886  -0.07
C29 -12.757 2.668 -9.305  -0.52
C30 -14.139 2.642 -9.407  -0.17
C31 -14.812 1.474 -9.086  -0.40
C32 -14.069 0.381 -8.674  -0.22
H32 -11.026 1.493 -8.793  0.35
H33 -12.196 3.561 -9.546  0.35
H34 -14.683 3.519 -9.732  0.37
H35 -15.890 1.414 -9.154  0.35
H36 -14.553 -0.553 -8.410  0.37
N8 8.520 -1.004 4.866  -0.62
C33 9.491 -0.126 4.587  -0.31
C34 10.079 0.003 3.338  -0.32
C35 9.640 -0.827 2.319  -0.32
C36 8.636 -1.746 2.583  -0.35
C37 8.112 -1.793 3.865  -0.23
H37 9.802 0.498 5.417  0.42
H38 10.859 0.732 3.169  0.40
H39 10.074 -0.760 1.329  0.45
H40 8.269 -2.410 1.812  0.44
H41 7.323 -2.492 4.120  0.46
N9 13.458 -4.077 1.200  -0.56
C38 12.669 -3.262 1.906  -0.31
C39 11.555 -3.686 2.613  -0.13
C40 11.235 -5.034 2.585  -0.37
C41 12.037 -5.899 1.858  -0.34
C42 13.131 -5.373 1.190  -0.25
H42 12.957 -2.216 1.896  0.40
H43 10.954 -2.980 3.168  0.46
H44 10.371 -5.405 3.123  0.39
H45 11.820 -6.958 1.812  0.36
H46 13.790 -6.011 0.611  0.35
N10 -4.953 1.726 5.057  -0.51
C43 -3.773 1.098 5.104  -0.41
C44 -3.554 -0.084 5.781  -0.04
C45 -4.615 -0.654 6.466  -0.53
C46 -5.849 -0.022 6.438  -0.29
C47 -5.964 1.157 5.720  -0.29
H47 -2.967 1.583 4.563  0.56
H48 -2.578 -0.545 5.777  0.42
H49 -4.484 -1.580 7.012  0.41
H50 -6.702 -0.436 6.959  0.37
H51 -6.909 1.686 5.665  0.36
N11 0.277 -3.542 -3.074  -0.48
C48 0.686 -2.828 -2.016  -0.23
C49 1.015 -3.386 -0.791  -0.63
C50 0.912 -4.759 -0.647  -0.05
C51 0.489 -5.520 -1.725  -0.52
C52 0.189 -4.866 -2.909  -0.36
H52 0.747 -1.757 -2.175  0.50
H53 1.342 -2.760 0.029  0.44
H54 1.159 -5.232 0.294  0.69
H55 0.396 -6.595 -1.650  0.39
H56 -0.142 -5.419 -3.781  0.36
N12 -1.348 -4.569 5.363  -0.54
C53 -1.435 -5.744 4.730  -0.32
C54 -1.045 -5.943 3.415  -0.53
C55 -0.538 -4.861 2.713  -0.03
C56 -0.439 -3.633 3.346  -0.40
C57 -0.853 -3.541 4.663  -0.36
H57 -1.841 -6.558 5.320  0.36
H58 -1.136 -6.918 2.955  0.39
H59 -0.224 -4.973 1.684  0.47
H60 -0.049 -2.767 2.829  0.32
H61 -0.792 -2.602 5.202  0.52

=====

Density functional theory data (the ωB97M-V functional and the def2-TZVPD basis) for an isolated molecule of C4H8O2.

For the LUMO energy, the calculation gives 0.74 eV. The spin multiplicity is 1. Its SMILES is CC(=O)[C@@H](C)O.

Each line ends with the natural charge from an NBO analysis.
Element x y z (Å)
C1 -2.016 -0.257 0.640  -0.71
C2 -0.741 0.376 0.057  0.57
O1 -1.002 1.418 -0.516  -0.57
C3 0.833 0.130 0.217  0.02
C4 1.574 -0.787 -0.781  -0.62
O2 1.401 1.410 0.085  -0.72
H1 -2.642 -0.635 -0.180  0.25
H2 -2.583 0.596 1.044  0.25
H3 -1.919 -1.010 1.420  0.22
H4 1.044 -0.243 1.230  0.17
H5 1.422 -1.853 -0.590  0.21
H6 2.650 -0.584 -0.674  0.23
H7 1.320 -0.558 -1.821  0.22
H8 0.656 1.998 -0.131  0.49

=====

Density functional theory data (the ωB97M-V functional and the def2-TZVPD basis) for a cluster of 13 separate species, C26H52O52S13 in total.

For the LUMO energy, the calculation gives -0.23 eV. The spin multiplicity is 1.

Each line ends with the Mulliken charge.
Element x y z (Å)
C1 -1.491 5.160 -5.534  -0.38
C2 -2.717 4.373 -4.976  -0.42
O1 -2.303 3.033 -4.839  -0.27
S1 -0.729 3.023 -4.375  1.05
O2 -0.090 1.851 -4.913  -0.71
O3 -0.689 3.254 -2.956  -0.12
O4 -0.349 4.283 -5.302  -0.37
H1 -1.144 6.019 -4.958  0.27
H2 -1.443 5.331 -6.607  0.26
H3 -3.596 4.506 -5.598  0.39
H4 -2.915 4.767 -3.976  0.27
C3 -3.518 -5.597 4.546  -0.53
C4 -2.701 -5.527 3.263  -0.34
O5 -2.085 -4.243 3.221  -0.10
S2 -2.773 -3.215 4.318  0.85
O6 -3.385 -2.091 3.678  -0.42
O7 -1.883 -3.037 5.429  -0.46
O8 -3.891 -4.230 4.793  -0.38
H5 -2.875 -5.844 5.393  0.31
H6 -4.442 -6.160 4.466  0.32
H7 -3.346 -5.480 2.382  0.33
H8 -2.068 -6.412 3.271  0.32
C5 -4.519 0.071 1.665  -0.22
C6 -5.954 0.585 1.396  -0.41
O9 -5.712 1.844 0.701  -0.45
S3 -4.168 2.344 0.705  1.37
O10 -3.915 2.896 1.990  -0.64
O11 -3.739 2.988 -0.500  -0.46
O12 -3.721 0.800 0.763  0.05
H9 -4.488 -0.966 1.335  0.03
H10 -4.040 0.227 2.631  0.24
H11 -6.608 0.682 2.259  0.31
H12 -6.492 0.013 0.643  0.32
C7 1.036 -3.511 3.535  1.46
C8 1.354 -2.611 4.743  0.19
O13 0.679 -3.307 5.816  -0.23
S4 0.966 -4.878 5.678  1.09
O14 -0.225 -5.614 5.999  -0.54
O15 2.203 -5.184 6.356  -0.62
O16 1.128 -4.819 4.092  -0.29
H13 1.689 -3.329 2.686  -0.07
H14 0.018 -3.207 3.298  -0.71
H15 0.955 -1.601 4.668  -0.28
H16 2.388 -2.488 5.070  0.12
C9 -0.363 -1.034 -4.869  0.33
C10 0.623 -1.029 -3.726  2.48
O17 1.700 -1.841 -4.220  -0.35
S5 1.751 -2.045 -5.844  1.21
O18 1.485 -3.424 -6.124  -0.60
O19 2.856 -1.405 -6.520  -0.61
O20 0.420 -1.090 -6.061  -0.53
H17 -0.949 -0.119 -4.788  -0.08
H18 -1.006 -1.904 -5.001  0.06
H19 0.184 -1.620 -2.922  -1.20
H20 1.137 -0.136 -3.377  -0.74
C11 4.037 3.893 -4.513  -0.38
C12 2.801 4.527 -3.813  -0.05
O21 2.223 3.473 -3.031  0.00
S6 3.308 2.367 -2.657  0.92
O22 2.732 1.062 -2.585  -0.35
O23 4.182 2.692 -1.536  -0.68
O24 4.072 2.545 -4.075  -0.34
H21 4.936 4.450 -4.252  0.29
H22 3.851 4.046 -5.573  0.35
H23 2.039 4.816 -4.534  0.06
H24 2.946 5.325 -3.085  0.10
C13 -0.925 -4.207 -2.914  0.11
C14 -1.135 -5.605 -2.375  -0.53
O25 -1.761 -5.477 -1.128  -0.46
S7 -1.467 -4.046 -0.397  1.45
O26 -0.241 -4.193 0.343  -0.51
O27 -2.665 -3.535 0.177  -0.62
O28 -1.146 -3.345 -1.804  -0.23
H25 -1.607 -3.846 -3.685  0.13
H26 0.078 -4.011 -3.303  0.05
H27 -0.284 -6.291 -2.377  0.31
H28 -1.744 -6.173 -3.087  0.31
C15 3.600 -0.317 3.039  0.60
C16 4.636 0.512 3.768  -0.16
O29 5.841 -0.307 3.743  -0.44
S8 5.605 -1.775 3.040  1.09
O30 6.184 -2.814 3.852  -0.58
O31 6.027 -1.635 1.676  -0.50
O32 3.984 -1.679 3.228  -0.21
H29 3.617 -0.182 1.954  -0.25
H30 2.564 -0.193 3.346  -0.16
H31 4.496 0.645 4.842  0.25
H32 4.952 1.462 3.345  0.30
C17 4.763 -2.737 -2.239  -0.47
C18 4.839 -1.271 -1.795  -0.12
O33 3.602 -1.068 -1.111  -0.10
S9 2.816 -2.414 -0.670  0.63
O34 1.428 -2.260 -0.857  0.32
O35 3.370 -2.897 0.544  -0.66
O36 3.469 -3.188 -1.957  -0.36
H33 5.522 -3.296 -1.688  0.22
H34 4.918 -2.920 -3.301  0.38
H35 4.888 -0.506 -2.568  0.05
H36 5.676 -1.086 -1.122  0.31
C19 1.974 7.631 -0.397  -0.38
C20 0.895 8.181 0.503  -0.41
O37 -0.272 7.683 -0.147  -0.32
S10 -0.017 6.146 -0.599  1.01
O38 -0.321 5.993 -1.987  -0.47
O39 -0.594 5.219 0.323  -0.48
O40 1.623 6.258 -0.398  -0.23
H37 2.990 7.765 -0.034  0.37
H38 1.824 8.004 -1.415  0.25
H39 0.905 9.260 0.632  0.35
H40 0.906 7.678 1.474  0.29
C21 -0.563 1.933 0.397  -0.75
C22 -0.077 1.067 -0.788  0.73
O41 -0.519 -0.252 -0.501  0.32
S11 -0.528 -0.445 1.120  0.27
O42 0.804 -0.666 1.574  -0.44
O43 -1.576 -1.304 1.557  0.08
O44 -0.899 1.080 1.462  0.18
H41 -1.379 2.565 0.051  -0.13
H42 0.241 2.610 0.684  0.29
H43 1.017 1.055 -0.844  -0.33
H44 -0.409 1.347 -1.786  -0.37
C23 -3.475 -1.203 -2.166  0.35
C24 -4.081 0.217 -2.360  0.42
O45 -4.196 0.391 -3.762  -0.38
S12 -4.229 -1.016 -4.553  1.10
O46 -3.530 -0.916 -5.791  -0.51
O47 -5.499 -1.687 -4.448  -0.61
O48 -3.253 -1.719 -3.453  -0.31
H45 -4.318 -1.793 -1.780  0.40
H46 -2.678 -1.338 -1.443  -0.52
H47 -3.447 0.962 -1.890  -0.22
H48 -5.090 0.201 -1.951  0.21
C25 0.377 0.087 7.052  0.01
C26 0.580 1.575 7.304  -0.39
O49 -0.329 2.297 6.470  -0.37
S13 -0.797 1.426 5.209  1.04
O50 0.176 1.483 4.145  -0.38
O51 -2.180 1.640 4.888  -0.56
O52 -0.636 0.042 6.034  -0.20
H49 0.079 -0.496 7.921  0.35
H50 1.263 -0.415 6.667  0.05
H51 1.605 1.873 7.073  0.26
H52 0.370 1.994 8.286  0.26

=====

Asked for energy across the records above, the calculation gives -4454.77833 -307.66239 -10110.43926 a.u. in order.